C18H39N4O3 | ωB97M-V with the def2-TZVPD basis set

- strongest force on any atom (eV/A) = 3.43
- molar mass (g/mol) = 359.54
- E (Eh) = -1153.6419
- LUMO level (eV) = -4.41
- Kohn-Sham gap (eV) = 6.74
- total charge = +1

CARTESIAN COORDINATES (ANGSTROEM)
C  4.028108  -1.833816  0.504746
C  4.253798  -0.554526  1.408867
C  3.291568  0.648080  1.080134
C  1.849220  0.178372  0.600454
C  0.858067  1.373546  0.845487
C  -0.664510  1.070733  0.520040
C  -0.934570  -0.304151  -0.123255
C  -0.427868  -0.693263  -1.451149
N  -0.752598  -1.934019  -1.884665
N  -1.476659  -2.880107  -1.362743
C  -1.989615  -2.643588  -0.156356
C  -1.715880  -1.359055  0.505982
O  -2.245009  -1.151376  1.765776
H  3.819243  -1.576061  -0.565050
H  3.179988  -2.450033  0.906531
H  4.974826  -2.435080  0.567864
H  4.186886  -0.881215  2.478080
H  5.315076  -0.224286  1.249797
H  3.126827  1.272510  1.994117
H  3.762633  1.293992  0.288705
H  1.529451  -0.788500  1.060302
H  1.957477  -0.018103  -0.505056
H  0.986346  1.676393  1.919054
H  1.203776  2.220436  0.198573
H  -1.224433  1.097422  1.492578
H  -1.111016  1.902763  -0.089067
H  0.215485  -0.012170  -2.054971
H  -0.350383  -2.170864  -2.800618
H  -2.610257  -3.429354  0.341085
H  -1.875121  -1.888281  2.296958
C  3.695693  4.826749  0.773720
C  5.049566  4.565981  0.118364
C  5.755295  5.842418  -0.373827
O  5.221003  6.388837  -1.569355
C  4.045120  7.160566  -1.395783
N  4.873041  3.594852  -0.969319
H  2.907473  5.020216  0.044688
H  3.382544  3.954351  1.353031
H  3.745673  5.677956  1.456356
H  5.693264  4.112575  0.878895
H  6.790906  5.581738  -0.610599
H  5.799645  6.605868  0.412768
H  4.054553  7.715363  -0.453034
H  3.159842  6.523661  -1.453069
H  3.987646  7.876699  -2.216395
H  5.788610  3.340682  -1.332051
H  4.434368  4.087083  -1.746404
C  -5.280030  -4.948299  -1.280947
C  -5.921128  -5.471077  0.001953
C  -7.410692  -5.109511  0.141349
O  -7.659250  -3.759483  0.503210
C  -7.581756  -2.834161  -0.566680
N  -5.143111  -4.994670  1.154618
H  -5.049677  -3.882210  -1.232221
H  -4.336251  -5.465965  -1.469753
H  -5.928771  -5.117139  -2.142956
H  -5.853508  -6.562718  -0.026991
H  -7.825722  -5.710067  0.955727
H  -7.975225  -5.377122  -0.760157
H  -7.942253  -3.262823  -1.506254
H  -6.557854  -2.471030  -0.682759
H  -8.207569  -1.976544  -0.316775
H  -5.507314  -5.431679  1.997411
H  -5.364983  -4.007498  1.281038

Force components x, y, z for each atom (eV/Å):
C 0.311 0.246 0.555
C 0.194 -0.191 -0.484
C -0.338 -0.661 0.165
C 0.805 0.874 -0.524
C 0.430 -0.546 -0.435
C -0.347 -0.034 0.821
C -0.393 -1.534 -1.369
C -1.481 0.158 3.095
N 1.581 1.704 -1.602
N -0.836 -0.258 1.616
C 0.844 1.672 0.068
C 0.254 0.441 -0.513
O 1.362 -0.783 -1.142
H 0.285 -0.204 0.877
H 0.768 0.465 -0.473
H -1.050 0.334 -0.242
H -0.089 0.396 -0.836
H -0.965 -0.165 0.222
H 0.400 -0.405 -0.679
H -0.585 -0.497 0.734
H 0.181 0.839 -0.042
H -0.293 0.065 0.967
H -0.418 -0.158 -1.038
H -0.245 -0.623 0.692
H 0.383 -0.169 -0.985
H 0.423 -0.968 0.286
H -0.678 -0.975 0.340
H -0.415 -0.202 0.454
H 0.557 0.671 -0.634
H -0.704 0.446 0.122
C -0.084 -0.083 0.224
C -0.299 0.207 -0.181
C 0.245 -0.108 -0.053
O 0.003 0.015 0.305
C 0.026 -0.028 -0.295
N 0.128 -0.012 -0.065
H 0.098 0.041 -0.051
H 0.052 0.010 -0.050
H -0.017 -0.021 -0.033
H 0.078 0.043 -0.085
H -0.055 0.013 -0.084
H -0.147 -0.006 0.029
H -0.016 -0.080 0.027
H -0.114 0.102 0.151
H 0.105 -0.038 0.021
H -0.034 -0.088 0.060
H -0.021 -0.039 0.091
C 0.178 -0.154 -0.153
C -0.020 0.403 -0.116
C -0.061 -0.174 0.220
O 0.036 -0.176 -0.237
C -0.050 0.153 0.258
N -0.007 0.097 0.054
H -0.122 0.008 0.066
H -0.053 -0.005 0.052
H 0.030 0.037 0.023
H -0.077 0.033 0.086
H 0.010 0.100 0.025
H 0.096 0.072 -0.090
H 0.082 -0.034 0.005
H 0.007 0.013 -0.219
H -0.028 -0.093 0.053
H 0.147 -0.066 -0.009
H -0.057 -0.081 -0.046


C6H18N5O7P2Pt | ωB97M-V with the def2-TZVPD basis set

- strongest force on any atom (eV/A) = 0.64
- molar mass (g/mol) = 529.26
- E (Eh) = -1841.1369
- LUMO level (eV) = -10.91
- Kohn-Sham gap (eV) = 6.78
- total charge = +3

CARTESIAN COORDINATES (ANGSTROEM)
Pt  -0.212864  -0.176963  -0.051938
C  -3.664829  -1.057541  4.025866
N  -3.251975  -0.280276  2.847962
C  -4.016435  0.914928  2.477831
C  -2.180562  -0.605040  2.133864
N  -1.755230  0.108663  1.116384
N  -1.522247  -1.764198  2.503064
C  -0.382430  -2.316393  1.983055
N  0.056085  -3.415270  2.600616
N  0.232354  -1.805549  0.950011
H  -4.520707  -0.567222  4.475522
H  -2.875054  -1.084191  4.778725
H  -3.978777  -2.066041  3.747987
H  -4.902806  0.967026  3.099664
H  -4.346966  0.853919  1.439307
H  -3.430626  1.821585  2.642331
H  -2.302687  0.935392  0.928174
H  -1.941470  -2.268137  3.269100
H  -0.376436  -3.775592  3.435641
H  0.876868  -3.901602  2.279869
H  1.100021  -2.265973  0.712535
C  0.495576  -2.161663  -4.034226
C  1.329633  -0.970183  -4.138810
O  1.633585  -0.417915  -5.230458
P  2.099641  -0.094171  -2.659029
O  3.586088  -0.477151  -2.811749
O  1.923361  1.407807  -3.031915
O  1.373523  -0.480434  -1.442150
P  -0.813222  1.671060  -2.482810
O  -0.973535  3.058827  -3.116622
O  -0.788679  0.539885  -3.386179
O  -0.596185  1.684027  -1.013174
H  1.117200  -3.022906  -4.331446
H  -0.338859  -2.115155  -4.741286
H  0.139122  -2.316080  -3.019802
H  1.270330  -0.833701  -6.045348
H  4.123422  -0.873620  -2.106019
H  2.659560  1.934750  -3.389098
H  -1.180799  3.831803  -2.559912

Force components x, y, z for each atom (eV/Å):
Pt -0.042 0.101 0.116
C -0.010 -0.004 -0.006
N 0.001 0.013 0.001
C 0.005 -0.004 0.008
C -0.016 -0.054 -0.019
N 0.032 0.049 0.034
N -0.016 0.025 0.021
C 0.079 0.003 0.025
N -0.021 0.001 0.002
N -0.025 -0.018 -0.035
H 0.002 0.001 0.002
H 0.001 -0.002 -0.001
H 0.000 0.000 0.001
H 0.003 0.004 0.003
H -0.007 -0.001 0.002
H 0.001 0.001 -0.007
H 0.045 0.045 0.069
H -0.006 -0.007 -0.007
H 0.004 0.003 0.003
H 0.002 0.001 -0.005
H -0.013 -0.032 -0.009
C 0.042 -0.111 -0.044
C -0.126 0.148 0.028
O 0.064 -0.023 -0.036
P -0.194 -0.186 -0.185
O 0.011 -0.038 -0.016
O 0.121 0.237 0.055
O 0.201 -0.196 0.180
P 0.223 0.584 0.157
O -0.263 -0.208 -0.005
O 0.067 -0.091 -0.058
O -0.310 -0.332 -0.376
H 0.009 0.007 0.037
H 0.026 0.013 0.009
H -0.006 0.014 -0.010
H -0.022 0.015 0.029
H -0.001 0.042 0.018
H 0.020 -0.029 0.004
H 0.116 0.034 0.017


C11H20NO8PPdS2Te | ωB97M-V with the def2-TZVPD basis set

- strongest force on any atom (eV/A) = 0.76
- molar mass (g/mol) = 623.41
- energy relative to the best compared isomer or geometry (same formula, charge and spin) (kJ/mol) = 0.0
- E (Eh) = -2621.5788
- LUMO level (eV) = -0.88
- Kohn-Sham gap (eV) = 6.98

CARTESIAN COORDINATES (ANGSTROEM)
Pd  -0.280630  -0.240091  0.588738
O  3.037097  -2.372782  2.213728
C  1.832450  -2.290413  1.641713
O  0.802453  -2.188377  2.248988
C  1.934031  -2.440868  0.125869
O  1.141150  -1.508128  -0.605452
C  1.916911  -0.377283  -1.082662
C  2.351116  0.526707  0.074202
O  3.417523  1.103284  0.027450
O  1.503121  0.598953  1.060825
H  2.917886  -2.289572  3.172239
H  1.554151  -3.436423  -0.111568
H  2.971139  -2.365680  -0.198060
H  1.245083  0.188436  -1.729901
H  2.781780  -0.729562  -1.643574
S  -2.154861  -1.322687  -0.254658
C  -3.335136  -0.115439  -0.456442
N  -4.003282  0.452200  0.516632
C  -5.042258  1.411777  0.173887
C  -4.707519  1.872608  -1.238993
S  -3.821821  0.476087  -2.009073
H  -3.790082  0.208354  1.471784
H  -5.018042  2.242451  0.877617
H  -6.018096  0.921680  0.222106
H  -4.021464  2.717668  -1.221888
H  -5.593298  2.119139  -1.818037
C  -2.258619  4.437599  -2.580688
C  -1.540347  4.940107  -1.345324
O  -1.728658  4.049755  -0.221905
P  -0.654445  2.859622  -0.031002
O  -0.635115  1.943305  -1.191779
Te  -1.211273  1.732683  2.033015
O  0.754263  3.588893  0.067025
C  1.197808  4.350604  1.200083
C  2.691616  4.533549  1.066147
H  -2.056837  5.102971  -3.421270
H  -3.337706  4.416263  -2.419632
H  -1.912017  3.435194  -2.829665
H  -1.935825  5.902744  -1.021466
H  -0.472535  5.054913  -1.539797
H  0.955763  3.801150  2.113114
H  0.666080  5.306676  1.214868
H  3.176194  3.559252  1.001532
H  3.077167  5.071308  1.933395
H  2.931352  5.102743  0.167825

Force components x, y, z for each atom (eV/Å):
Pd 0.080 0.400 0.645
O 0.123 0.004 0.040
C -0.048 0.000 -0.134
O 0.052 -0.051 -0.037
C -0.062 0.005 -0.120
O 0.031 0.037 0.082
C -0.043 0.013 0.004
C 0.033 0.054 0.080
O 0.004 0.022 -0.020
O 0.031 -0.151 -0.124
H -0.040 -0.004 0.002
H 0.009 0.004 0.001
H 0.030 -0.038 0.071
H 0.010 -0.023 -0.022
H 0.009 -0.014 0.029
S -0.170 -0.148 0.054
C 0.016 0.073 -0.089
N -0.068 -0.038 -0.009
C 0.015 0.034 -0.032
C 0.031 -0.022 -0.027
S 0.009 -0.007 0.018
H 0.098 0.044 0.037
H -0.013 -0.007 0.002
H 0.005 0.000 0.003
H -0.021 -0.016 0.014
H -0.001 0.005 0.005
C -0.003 -0.030 0.065
C 0.000 0.046 -0.051
O 0.041 -0.021 0.304
P -0.061 0.027 -0.523
O -0.002 0.092 -0.137
Te -0.093 -0.258 -0.192
O -0.077 -0.061 0.056
C 0.080 0.021 0.061
C -0.036 -0.020 -0.004
H 0.002 0.009 -0.002
H 0.004 0.029 -0.016
H 0.004 -0.001 -0.022
H 0.023 -0.004 0.004
H -0.001 0.003 0.006
H -0.007 -0.003 -0.017
H -0.004 -0.012 -0.010
H 0.002 0.002 0.007
H 0.003 0.006 0.000
H 0.004 0.004 -0.001